Record 1
The following is a quantum chemistry calculation of a molecular structure, C15H20BrOV, from OMol25.

Element x y z (Å)
V1 0.00308 -0.01380 1.45503
C1 1.94284 0.31183 2.88926
C2 2.35848 -0.55245 1.82867
C3 2.17093 0.13801 0.58664
H1 2.77414 -1.54792 1.91873
C4 1.66934 1.45652 0.87940
C5 1.52275 1.54964 2.31306
H2 1.24523 2.44221 2.86262
H3 1.98378 0.08015 3.94476
H4 2.39361 -0.24674 -0.39531
H5 1.48988 2.22996 0.14111
C6 -2.16829 0.17118 2.36552
C7 -1.47088 1.35419 2.75780
C8 -1.12510 2.08460 1.57273
H6 -1.31462 1.68550 3.77749
C9 -1.55883 1.32647 0.43312
C10 -2.21374 0.13455 0.92606
H7 -2.63527 -0.64697 0.31166
H8 -2.61376 -0.55843 3.02545
H9 -0.68609 3.07446 1.51912
H10 -1.45584 1.60422 -0.60461
O1 0.07362 -1.51278 0.02127
C11 -0.24949 -0.50098 -2.90309
C12 0.35449 -1.79473 -2.58058
C13 0.58597 0.83891 -2.84401
C14 -1.83911 -0.39795 -2.96453
C15 0.40968 -2.13162 -1.04989
H11 1.42725 -1.95053 -3.06015
H12 -0.10079 -2.71398 -3.21139
H13 -0.15812 -3.18094 -0.93043
H14 1.46860 -2.53887 -0.82066
H15 0.73199 1.35608 -3.78156
H16 1.59853 0.51869 -2.35390
H17 0.20375 1.44365 -2.02622
H18 -2.26771 -0.51420 -3.95230
H19 -2.20250 0.42805 -2.36946
H20 -2.17399 -1.28330 -2.27450
Br1 -0.17378 -2.14265 2.59307

Results
energy relative to the best compared isomer or geometry (same formula, charge and spin): 0.960 eV
<S²>: 2.024
Kohn-Sham gap (spin up / spin down): 3.677 / 3.351 eV
spin multiplicity: 3
total charge: -2

***

Record 2
The following is a quantum chemistry calculation of a molecular structure, C15H20Cl3N6O3Pd, from OMol25.

Element x y z (Å)
Pd1 0.96373 0.10889 0.69001
Cl1 -1.68404 5.72782 4.74931
C1 -1.34421 4.32361 3.88397
C2 -0.08633 3.92479 3.49970
C3 0.10504 2.76119 2.79648
Cl2 1.57503 2.72481 1.95992
C4 -0.79886 1.60885 2.80923
O1 -0.61567 0.43898 2.37487
C5 -2.12286 1.93944 3.65028
Cl3 -3.15099 0.65784 4.06942
C6 -2.23670 3.26906 4.18615
H1 0.73428 4.61699 3.54409
H2 -3.13058 3.34339 4.74044
C7 2.62141 -3.06356 3.21818
C8 1.69218 -2.34142 2.34683
O2 2.01095 -1.27074 1.80137
N1 0.62272 -3.08302 1.99222
C9 -0.38327 -2.65862 1.03646
C10 0.06890 -2.63254 -0.41170
C11 -0.07687 -3.70442 -1.23629
C12 0.22309 -3.56092 -2.61684
C13 0.73172 -2.36040 -3.04554
C14 0.93181 -1.41194 -2.05668
N2 0.60958 -1.44476 -0.78293
H3 2.08884 -3.80291 3.92074
H4 3.09788 -2.37485 3.99505
H5 3.38206 -3.51107 2.55974
H6 0.43926 -4.03329 2.28735
H7 -0.78286 -1.63470 1.33349
H8 -1.17943 -3.42614 1.14384
H9 -0.51902 -4.61839 -0.90031
H10 0.19996 -4.48515 -3.21007
H11 1.07898 -2.13360 -4.02049
H12 1.33989 -0.43219 -2.41666
N3 -0.82039 1.10617 -5.14632
N4 0.25687 0.20153 -5.27710
H13 -0.78546 1.93513 -5.78493
H14 -1.74498 0.81606 -5.34203
H15 0.89325 0.58174 -4.57275
H16 0.71747 0.18655 -6.19885
N5 -1.60612 1.63389 -2.16440
C15 -0.53054 2.08454 -1.45350
N6 0.17709 3.01544 -2.10802
O3 -0.24850 1.68003 -0.27465
H17 -1.44546 1.48971 -3.16035
H18 -2.18486 0.97707 -1.68189
H19 -0.10878 3.40750 -2.99827
H20 1.02481 3.42360 -1.72855

Results
energy relative to the best compared isomer or geometry (same formula, charge and spin): 4.408 eV
<S²>: 6.021
Kohn-Sham gap (spin up / spin down): 6.808 / 3.129 eV
spin multiplicity: 5
total charge: +3

***

Record 3
The following is a quantum chemistry calculation of a molecular structure, C15H20Cl3O27Y, from OMol25.

Element x y z (Å)
Y1 -0.05659 0.96330 0.35739
Cl1 -2.26460 -1.83771 1.93018
O1 -1.86047 -2.41780 3.16937
O2 -1.37919 -0.70857 1.63023
O3 -2.13108 -2.78072 0.85043
O4 -3.60501 -1.33208 2.01322
Cl2 0.17138 3.54310 -1.76720
O5 -0.26535 2.23406 -2.24461
O6 0.25710 3.38922 -0.30507
O7 1.46464 3.89499 -2.23854
O8 -0.80603 4.49905 -2.17060
Cl3 3.03568 1.54545 2.91513
O9 3.34313 0.24894 3.45766
O10 2.99351 2.56412 3.91590
O11 4.00707 1.86752 1.89643
O12 1.70793 1.47266 2.29688
C1 -4.28434 -0.17464 -2.58401
C2 -4.93651 1.22119 -2.41178
O13 -4.09003 1.88010 -1.47162
C3 -3.07678 1.10395 -1.16413
O14 -2.19640 1.41706 -0.40469
O15 -3.12265 -0.08864 -1.75440
H1 -4.07903 -0.32365 -3.63992
H2 -4.85684 -1.01061 -2.18763
H3 -5.98542 1.23416 -2.13739
H4 -4.83669 1.70526 -3.38342
C4 -4.07034 3.63019 2.94035
C5 -3.05544 4.40543 3.77876
O16 -1.80538 3.77609 3.51529
C6 -1.93054 2.97515 2.47174
O17 -1.01523 2.36473 1.98860
O18 -3.20033 2.78306 2.14400
H5 -4.61250 4.25123 2.23424
H6 -4.72856 2.93318 3.45214
H7 -3.17052 4.37802 4.86156
H8 -3.10877 5.46707 3.52907
C7 5.42207 0.69943 -1.14545
C8 4.85064 -0.45145 -1.97105
O19 3.49436 -0.48815 -1.49552
C9 3.21340 0.69510 -0.94946
O20 2.15710 1.04255 -0.50830
O21 4.26576 1.51503 -0.99478
H9 6.28382 1.17685 -1.59144
H10 5.65817 0.26864 -0.16876
H11 5.32579 -1.40962 -1.77212
H12 4.87088 -0.30710 -3.05301
C10 2.42784 -4.39104 1.28932
C11 2.35884 -3.85672 2.73239
O22 1.85944 -2.53821 2.60095
C12 1.71972 -2.22508 1.31421
O23 1.27562 -1.17867 0.95501
O24 2.15041 -3.20111 0.50281
H13 1.69877 -5.16124 1.06977
H14 3.46711 -4.59087 1.04940
H15 3.32840 -3.92431 3.22969
H16 1.70964 -4.41506 3.40832
C13 0.78754 -3.36535 -3.25865
C14 -0.70614 -3.15200 -3.59240
O25 -1.14326 -2.40928 -2.47019
C15 -0.08190 -1.75906 -1.96215
O26 -0.15758 -0.80480 -1.25236
O27 1.06993 -2.23120 -2.44104
H17 1.36489 -3.43029 -4.17657
H18 0.91221 -4.27841 -2.68012
H19 -1.10493 -4.16911 -3.58120
H20 -0.92835 -2.73329 -4.57081

Results
energy relative to the best compared isomer or geometry (same formula, charge and spin): 0.500 eV
Kohn-Sham gap: 8.777 eV

***

Record 4
The following is a quantum chemistry calculation of a molecular structure, C15H20ClGaO5, from OMol25.

Element x y z (Å)
Ga1 -0.53061 1.03317 0.16537
C1 -0.99985 -1.00686 2.36576
C2 -2.03929 -0.87542 1.38297
C3 -1.77813 -1.82993 0.35390
H1 -2.93652 -0.25988 1.48048
C4 -0.56989 -2.50403 0.67132
C5 -0.10419 -2.00995 1.91593
H2 0.77395 -2.35958 2.44675
H3 -0.98931 -0.51865 3.32780
H4 -2.43761 -2.04918 -0.49258
H5 -0.09425 -3.28311 0.07167
C6 2.14483 1.53930 0.12249
C7 2.64326 0.41241 0.88861
C8 2.47120 -0.76082 0.04903
H6 3.35081 0.47738 1.69262
C9 1.95056 -0.36798 -1.16973
C10 1.72778 1.06226 -1.13993
H7 1.39504 1.66540 -1.98843
H8 2.24412 2.56767 0.43746
H9 2.76163 -1.76040 0.35521
H10 1.77035 -0.99538 -2.05058
O1 -1.32844 0.70563 -1.30200
C11 -1.17522 -0.77060 -3.80420
C12 -2.46301 -0.05223 -3.43379
C13 -0.95441 -2.11507 -3.25490
C14 -0.13381 0.04726 -4.45159
C15 -2.52492 0.75373 -2.07984
H11 -3.35960 -0.70605 -3.50877
H12 -2.79623 0.62487 -4.25506
H13 -2.75774 1.79514 -2.33892
H14 -3.37430 0.38366 -1.49028
H15 -0.87067 -2.90370 -4.04072
H16 -1.74782 -2.42204 -2.53745
H17 -0.03318 -2.14531 -2.62674
H18 -0.02327 -0.15980 -5.54302
H19 0.85995 -0.06384 -3.96563
H20 -0.34108 1.13675 -4.33445
O2 0.71177 1.36426 4.42310
Cl1 0.92096 1.56916 3.01226
O3 1.84176 2.61223 2.71667
O4 1.41412 0.26327 2.42470
O5 -0.41575 1.85701 2.36266

Results
energy relative to the best compared isomer or geometry (same formula, charge and spin): 0.730 eV
Kohn-Sham gap (spin up / spin down): 4.488 / 4.565 eV
total charge: -2

***

Record 5
The following is a quantum chemistry calculation of a molecular structure, C15H20GdIO6, from OMol25.

Element x y z (Å)
Gd1 0.29080 0.58252 0.43838
C1 2.06590 -0.84398 2.77548
C2 1.87980 0.63782 3.13778
O1 0.63550 1.14302 2.62508
C3 -0.51510 0.91592 3.46448
C4 -1.72780 1.51592 2.73048
O2 -1.77900 1.09912 1.35108
C5 -2.70780 0.04522 1.02428
C6 -2.20120 -1.33808 1.47628
O3 -0.79490 -1.33608 1.21348
C7 -0.11140 -2.57428 1.43788
C8 1.34690 -2.31458 1.00258
O4 1.76180 -0.98698 1.37078
H1 1.40330 -1.47868 3.37328
H2 3.10480 -1.14588 2.95548
H3 2.66410 1.24152 2.65748
H4 1.93690 0.77902 4.22268
H5 -0.37970 1.43892 4.41948
H6 -0.64560 -0.15798 3.65768
H7 -1.62240 2.60892 2.70548
H8 -2.65540 1.26152 3.25168
H9 -2.77380 0.06842 -0.07592
H10 -3.69600 0.25662 1.45048
H11 -2.70450 -2.11738 0.89148
H12 -2.38590 -1.51508 2.54518
H13 -0.54230 -3.37678 0.82708
H14 -0.18780 -2.85978 2.49738
H15 1.41300 -2.34568 -0.09552
H16 2.02690 -3.05888 1.43218
I1 0.62370 1.29612 -8.26492
C9 0.55820 1.13672 -6.17172
C10 0.02860 -0.01268 -5.58612
C11 -0.02370 -0.11788 -4.21582
C12 0.46120 0.92342 -3.40932
C13 0.99670 2.07372 -4.00852
C14 1.04100 2.17812 -5.37962
C15 0.40760 0.79722 -1.96702
O5 -0.13460 -0.22638 -1.39642
O6 0.89350 1.68362 -1.17822
H17 -0.33740 -0.81478 -6.20772
H18 -0.43190 -1.00108 -3.74682
H19 1.36880 2.87532 -3.39012
H20 1.44940 3.06402 -5.84132

Results
<S²>: 15.860
Kohn-Sham gap (spin up / spin down): 5.738 / 7.640 eV
spin multiplicity: 8
total charge: +2

***

Number 1: molecular weight 347.17 g mol⁻¹, calculated total energy -4176.61029 a.u.. Number 2: molecular weight 545.14 g mol⁻¹, calculated total energy -2645.16044 a.u.. Number 3: molecular weight 827.56 g mol⁻¹, calculated total energy -4033.42537 a.u.. Number 4: molecular weight 385.50 g mol⁻¹, calculated total energy -3344.22282 a.u.. Number 5: molecular weight 580.47 g mol⁻¹, calculated total energy -2097.85278 a.u..